ORCA calculation (ωB97M-V with the def2-TZVPD basis set) on a cluster of 2 separate species, C9H13BF2NO8 in total.

Orbital gap: 7.98 eV
HOMO level: -5.992 eV
E_LUMO: 0.0730 Ha
Energy above the lowest of the compared OMol25 structures with the same formula, charge and spin: 0.0 kJ/mol

Geometry as ORCA input:
```
! wB97M-V def2-TZVPD RIJCOSX def2/J DEFGRID3
* xyz -1 1
C 1.337 -0.790 1.379
C 0.440 -0.800 0.133
C 0.059 0.592 -0.324
O 0.825 1.301 -0.891
O -1.237 1.012 -0.111
C -1.756 0.935 1.216
C -2.992 0.033 1.296
C -2.731 -1.268 2.042
O -3.709 -2.269 1.736
C -3.573 -2.853 0.509
N -4.812 -3.011 -0.177
O -2.525 -3.228 0.088
H 1.904 -1.720 1.421
H 2.061 0.022 1.327
H 0.761 -0.723 2.305
H -0.431 -1.441 0.279
H 1.010 -1.219 -0.696
H -0.982 0.621 1.921
H -2.036 1.956 1.475
H -3.814 0.567 1.776
H -3.281 -0.175 0.262
H -1.726 -1.644 1.849
H -2.817 -1.105 3.115
H -5.488 -3.396 0.478
H -5.165 -2.088 -0.417
B 4.301 3.311 -3.088
O 4.666 3.192 -1.634
C 4.819 1.932 -1.306
O 5.120 1.504 -0.221
C 4.550 1.072 -2.566
O 4.611 -0.129 -2.614
O 4.256 1.882 -3.554
F 5.284 4.011 -3.775
F 3.066 3.915 -3.235
*
```



ORCA calculation (ωB97M-V with the def2-TZVPD basis set) on a structure of composition C17H28AsCl39INOP in a non-equilibrium geometry.

Orbital gap: 5.37 eV
HOMO level: -3.832 eV
E_LUMO: 0.0566 Ha
Energy above the lowest of the compared OMol25 structures with the same formula, charge and spin: 0.0 kJ/mol

Geometry as ORCA input:
```
! wB97M-V def2-TZVPD RIJCOSX def2/J DEFGRID3
* xyz -1 1
N -4.199 1.824 -1.880
C -3.342 1.204 -2.922
C -3.703 -0.295 -3.174
C -2.734 -1.306 -2.464
C -2.730 -1.156 -0.903
As -0.897 -1.141 -0.017
P -0.106 -2.893 -1.352
O 0.219 -4.204 -0.316
I 2.144 -2.129 -2.105
H -4.870 1.154 -1.532
H -3.570 2.108 -1.144
H -3.591 1.735 -3.866
H -2.266 1.378 -2.749
H -4.760 -0.506 -2.921
H -3.616 -0.446 -4.269
H -3.113 -2.320 -2.688
H -1.748 -1.175 -2.938
H -3.292 -0.262 -0.576
H -3.273 -2.035 -0.495
H -1.392 -2.246 1.013
H 0.513 -1.082 0.703
H -0.378 -0.040 -1.031
H -1.431 -0.063 0.990
H -0.599 -4.530 0.051
C -2.222 2.445 2.935
Cl -2.455 2.507 1.188
Cl -1.203 1.072 3.364
Cl -1.519 3.959 3.524
H -3.190 2.314 3.402
C -7.335 3.519 -1.590
Cl -8.236 4.923 -1.001
Cl -8.017 2.023 -0.938
Cl -7.326 3.479 -3.353
H -6.309 3.601 -1.250
C 4.388 -0.155 0.495
Cl 4.238 -1.224 1.890
Cl 3.932 1.498 0.926
Cl 6.036 -0.198 -0.153
H 3.710 -0.507 -0.273
C 2.373 -3.209 5.176
Cl 4.093 -2.795 5.223
Cl 1.406 -1.792 4.765
Cl 2.083 -4.518 4.027
H 2.079 -3.549 6.162
C -1.617 8.251 3.948
Cl -1.846 8.304 2.197
Cl -0.592 6.887 4.400
Cl -0.930 9.771 4.534
H -2.586 8.116 4.412
C -0.684 4.787 -2.009
Cl -0.815 3.073 -1.612
Cl -0.717 5.771 -0.539
Cl 0.787 5.104 -2.937
H -1.536 5.061 -2.619
C 6.946 1.924 -3.538
Cl 6.208 0.838 -4.720
Cl 8.663 2.159 -3.895
Cl 6.100 3.474 -3.504
H 6.862 1.469 -2.557
C -10.673 -0.044 0.937
Cl -9.297 -0.742 0.080
Cl -12.177 -0.841 0.459
Cl -10.440 -0.151 2.685
H -10.744 1.004 0.667
C -10.168 8.428 -2.750
Cl -8.788 7.743 -3.613
Cl -11.667 7.625 -3.233
Cl -9.934 8.308 -1.002
H -10.246 9.476 -3.010
C 3.988 -5.205 -4.079
Cl 4.666 -4.010 -5.190
Cl 3.041 -6.407 -4.963
Cl 5.275 -5.987 -3.151
H 3.329 -4.692 -3.385
C 6.780 -5.303 4.818
Cl 7.932 -6.080 5.915
Cl 7.565 -4.014 3.901
Cl 6.060 -6.492 3.730
H 5.988 -4.863 5.412
C 8.366 -5.023 -6.213
Cl 8.171 -4.938 -7.967
Cl 9.375 -6.403 -5.764
Cl 9.052 -3.519 -5.588
H 7.386 -5.159 -5.768
C 9.759 -6.484 9.435
Cl 10.655 -5.209 10.268
Cl 10.867 -7.605 8.637
Cl 8.706 -7.344 10.565
H 9.137 -6.022 8.677
*
```



ORCA calculation (ωB97M-V with the def2-TZVPD basis set) on the ion C5H10NO with charge +1 in a non-equilibrium geometry.

Orbital gap: 9.85 eV
HOMO level: -13.436 eV
SMILES: [NH3+]/C=C/CCC=O
E_LUMO: -0.1320 Ha
Energy above the lowest of the compared OMol25 structures with the same formula, charge and spin: 201.9 kJ/mol

Geometry as ORCA input:
```
! wB97M-V def2-TZVPD RIJCOSX def2/J DEFGRID3
* xyz 1 1
O 1.894 0.153 -0.215
C 1.682 1.275 -0.616
C 0.319 1.933 -0.579
C -0.761 0.834 -0.797
C -0.692 -0.117 0.359
C -1.077 -1.391 0.358
N -0.250 -2.331 1.168
H 2.558 1.914 -0.823
H 0.270 2.577 -1.450
H 0.123 2.471 0.344
H -0.625 0.415 -1.789
H -1.724 1.345 -0.725
H -0.176 0.258 1.235
H -1.560 -1.834 -0.501
H -0.682 -3.248 1.259
H 0.678 -2.367 0.722
H 0.023 -1.885 2.050
*
```



ORCA calculation (ωB97M-V with the def2-TZVPD basis set) on a cluster of 9 separate species, C35H48N4O22 in total in a non-equilibrium geometry.

Orbital gap: 5.05 eV
HOMO level: -7.005 eV
E_LUMO: -0.0718 Ha

Geometry as ORCA input:
```
! wB97M-V def2-TZVPD RIJCOSX def2/J DEFGRID3
* xyz 0 1
N 24.097 -8.755 -18.844
H 24.144 -9.557 -18.232
H 23.319 -8.126 -18.706
H 23.932 -9.273 -19.695
H 25.008 -8.322 -18.785
C 28.244 -3.857 -18.558
C 27.318 -5.025 -18.553
O 27.452 -5.925 -19.410
O 26.375 -4.947 -17.749
H 28.158 -3.079 -17.799
H 28.197 -3.429 -19.560
H 29.225 -4.309 -18.407
C 18.632 -8.216 -15.730
N 18.420 -8.830 -17.076
O 19.409 -9.118 -17.747
O 17.279 -9.140 -17.389
H 19.297 -8.825 -15.117
H 17.723 -7.973 -15.180
H 19.241 -7.320 -15.848
C 26.066 -13.157 -17.154
C 25.821 -12.208 -15.938
C 26.879 -11.065 -15.737
O 26.678 -10.275 -14.548
C 26.795 -10.974 -13.305
N 24.445 -11.666 -15.995
H 27.144 -13.297 -17.239
H 25.734 -12.712 -18.092
H 25.679 -14.176 -17.128
H 25.687 -12.825 -15.050
H 26.811 -10.344 -16.552
H 27.877 -11.500 -15.780
H 26.014 -11.711 -13.119
H 26.811 -10.271 -12.473
H 27.777 -11.445 -13.329
H 24.168 -11.182 -15.153
H 23.828 -12.462 -16.069
C 21.720 -12.526 -21.617
C 21.875 -11.474 -22.706
C 20.569 -10.642 -22.849
O 20.659 -9.751 -23.978
C 19.483 -9.074 -24.200
N 22.963 -10.592 -22.361
H 21.464 -12.087 -20.652
H 22.611 -13.147 -21.520
H 21.006 -13.309 -21.873
H 21.973 -11.924 -23.693
H 20.412 -9.997 -21.984
H 19.677 -11.264 -22.937
H 19.590 -8.124 -24.724
H 18.976 -8.639 -23.339
H 18.676 -9.552 -24.756
H 23.856 -11.002 -22.596
H 22.962 -9.812 -23.002
C 23.119 -5.138 -12.049
C 23.190 -6.426 -12.504
C 22.882 -7.608 -11.595
O 22.808 -8.800 -11.833
C 22.789 -7.257 -10.211
C 22.793 -5.992 -9.716
C 22.831 -4.774 -10.590
O 22.655 -3.608 -10.299
O 22.668 -5.729 -8.416
O 23.514 -6.878 -13.748
H 23.392 -4.269 -12.628
H 22.500 -8.095 -9.594
H 22.444 -4.796 -8.379
H 23.977 -6.286 -14.345
C 29.931 -9.633 -23.124
C 30.192 -10.357 -22.025
C 30.956 -11.655 -22.115
O 31.321 -12.395 -21.196
C 31.262 -12.020 -23.542
C 30.902 -11.292 -24.641
C 30.300 -9.948 -24.583
O 30.131 -9.130 -25.549
O 31.250 -11.730 -25.913
O 29.896 -10.031 -20.778
H 29.343 -8.751 -22.915
H 31.781 -12.957 -23.681
H 31.227 -10.996 -26.531
H 29.326 -9.258 -20.773
C 25.767 -2.621 -25.246
C 24.558 -2.543 -25.930
C 23.446 -3.521 -25.893
O 22.447 -3.589 -26.637
C 23.793 -4.592 -25.013
C 24.973 -4.759 -24.324
C 26.172 -3.831 -24.457
O 27.308 -3.904 -23.964
O 25.139 -5.776 -23.485
O 24.237 -1.658 -26.894
H 26.510 -1.860 -25.427
H 23.027 -5.320 -24.790
H 25.712 -5.528 -22.755
H 23.445 -1.978 -27.331
C 21.342 -1.650 -20.616
C 21.787 -2.618 -19.762
C 21.328 -4.032 -19.840
O 21.614 -4.929 -19.031
C 20.323 -4.206 -20.945
C 20.067 -3.303 -21.871
C 20.608 -1.916 -21.815
O 20.193 -1.034 -22.596
O 19.238 -3.558 -22.852
O 22.608 -2.374 -18.736
H 21.731 -0.666 -20.399
H 19.805 -5.150 -20.861
H 19.242 -2.780 -23.415
H 23.007 -3.194 -18.435
*
```



Among the records above, which one has the lowest E_LUMO? C5H10NO



Which formula does entry 1 have? C9H13BF2NO8